No. 1
{
  "formula": "C8H13ClSi",
  "method": "ωB97M-V with the def2-TZVPD basis set",
  "lumo_energy_ha": 0.02397,
  "de_lowest_ev": 1.9896,
  "e_homo_ev": -7.57,
  "homo_lumo_gap_ev": 8.2,
  "charge": 0,
  "symbols": ["C", "C", "C", "C", "C", "C", "C", "C", "Si", "Cl", "H", "H", "H", "H", "H", "H", "H", "H", "H", "H", "H", "H", "H"],
  "positions_angstrom": [[0.68, -0.20, -3.01], [1.33, 0.95, -2.74], [0.03, -0.67, -1.83], [0.40, 0.12, -0.82], [1.20, 1.30, -1.24], [-1.06, -1.69, -1.74], [-0.78, -2.26, 1.78], [-0.95, 0.78, 2.37], [0.12, -0.61, 1.75], [2.05, -0.58, 2.30], [0.57, -0.70, -3.98], [1.69, 1.85, -3.19], [2.15, 1.69, -0.91], [0.50, 2.18, -1.15], [-1.71, -1.25, -1.02], [-0.69, -2.73, -1.47], [-1.55, -1.76, -2.72], [-1.10, -2.55, 2.77], [-1.62, -2.22, 1.19], [-0.37, -3.20, 1.33], [-0.97, 1.71, 1.68], [-1.93, 0.48, 2.61], [-0.44, 1.17, 3.30]],
  "nbo_charge": [-0.238, -0.195, -0.160, -0.152, -0.546, -0.626, -1.157, -1.173, 1.524, -0.353, 0.212, 0.209, 0.242, 0.239, 0.220, 0.210, 0.212, 0.243, 0.254, 0.266, 0.275, 0.247, 0.248]
}

No. 2
{
  "formula": "C3H9NO2",
  "method": "ωB97M-V with the def2-TZVPD basis set",
  "spin_multiplicity": 2,
  "lumo_energy_ha": [0.11880, 0.11545],
  "de_lowest_ev": 1.9573,
  "e_homo_ev": [0.76, -2.92],
  "homo_lumo_gap_ev": [2.5, 6.1],
  "charge": -1,
  "symbols": ["O", "C", "C", "H", "H", "H", "H", "N", "C", "O", "H", "H", "H", "H", "H"],
  "positions_angstrom": [[-3.19, -1.67, 0.22], [-3.15, -0.68, 1.06], [-2.32, -0.63, 2.30], [-3.89, 0.08, 0.75], [-1.98, 0.38, 2.58], [-1.43, -1.30, 2.12], [-2.57, -1.19, 3.26], [3.83, 1.22, -1.23], [2.66, 0.38, -1.28], [1.39, 1.00, -1.18], [3.62, 2.11, -1.66], [4.14, 1.39, -0.28], [2.76, -0.31, -2.15], [2.74, -0.39, -0.49], [1.41, 1.12, -0.22]],
  "lowdin_spin": [0.306, 0.386, 0.127, 0.039, 0.009, 0.009, 0.060, 0.005, 0.017, 0.025, 0.001, 0.002, 0.001, 0.003, 0.010]
}

No. 3
{
  "formula": "CH2F2N2O",
  "method": "ωB97M-V with the def2-TZVPD basis set",
  "smiles": "FN(F)N1CO1",
  "lumo_energy_ha": 0.02984,
  "de_lowest_ev": 5.5361,
  "e_homo_ev": -11.26,
  "homo_lumo_gap_ev": 12.1,
  "charge": 0,
  "symbols": ["C", "N", "N", "O", "F", "F", "H", "H"],
  "positions_angstrom": [[1.09, 0.09, 0.05], [-0.15, 0.49, -0.46], [-1.37, 0.15, 0.10], [0.60, 1.41, 0.37], [-1.31, -0.93, 1.04], [-2.01, -0.51, -0.94], [1.38, -0.72, 0.68], [1.76, 0.01, -0.85]],
  "nbo_charge": [0.030, -0.046, 0.416, -0.324, -0.259, -0.211, 0.214, 0.181]
}